13 unconnected molecules or ions with the total composition C5H36N2O13. Source: the OMol25 dataset; level of theory: ωB97M-V/def2-TZVPD.

Computed properties:
Multiplicity: 1

Last column: Löwdin charge in e.
CARTESIAN COORDINATES (ANGSTROEM)
1 C 2.9013 -1.8474 -0.5261  -0.13
2 N 2.8570 -0.5043 -1.0524  -0.07
3 C 3.9357 0.4936 1.0252  -0.01
4 C 2.7431 0.4911 0.0016  -0.30
5 C 2.8545 1.8842 -0.6389  -0.47
6 N 1.9436 2.8643 -0.3173  0.04
7 C 1.1201 2.7344 0.9086  -0.06
8 O 3.7249 2.0314 -1.4738  0.06
9 H 2.0240 -2.1319 0.0785  0.08
10 H 3.0586 -2.5133 -1.3715  0.09
11 H 3.6530 -2.0696 0.2470  0.07
12 H 3.4850 -0.2820 -1.8002  0.11
13 H 4.2280 -0.5096 1.2963  0.06
14 H 3.5889 1.0896 1.8624  0.07
15 H 4.7769 1.0124 0.5673  0.08
16 H 1.8130 0.4099 0.5703  0.12
17 H 2.2966 3.7732 -0.5539  0.13
18 H 0.6824 3.6910 1.1833  0.09
19 H 1.8295 2.4802 1.7014  0.09
20 H 0.3685 1.9670 0.7878  0.06
21 H -3.7493 1.9013 0.6361  0.05
22 H -2.9032 2.9822 -0.0954  0.05
23 O -3.3579 2.1506 -0.2134  -0.04
24 H -1.4613 2.5563 -2.1797  0.01
25 H -0.3518 3.4585 -1.9827  0.02
26 O -1.0438 3.2997 -2.6394  -0.06
27 H -0.3522 -0.8741 2.3010  0.03
28 H -1.3594 -1.2225 1.2231  0.02
29 O -0.9673 -0.4446 1.6798  -0.08
30 H 1.4978 -1.9733 -3.1756  0.05
31 H 0.9632 -0.7383 -2.6699  0.05
32 O 0.6357 -1.6015 -2.9703  -0.06
33 H -2.5808 0.6287 -0.4297  0.01
34 H -2.3884 -0.2328 -1.7008  0.03
35 O -2.3211 -0.2594 -0.7473  -0.06
36 H 1.1852 -2.9875 2.4920  0.05
37 H -0.2294 -2.8610 2.8316  0.03
38 O 0.6115 -2.3810 2.9853  -0.07
39 H -1.6202 0.8451 -4.1326  0.05
40 H -1.0724 -0.5561 -3.5027  0.03
41 O -1.2510 0.3952 -3.3847  -0.05
42 H -2.4860 2.3637 2.7395  0.01
43 H -1.5329 2.4711 1.6116  -0.03
44 O -1.7568 2.9191 2.4205  -0.06
45 H -0.5617 -3.5484 -1.7020  0.05
46 H 0.6287 -2.8817 -1.2319  0.00
47 O 0.0568 -3.6150 -0.9789  -0.04
48 H -2.5120 -0.0099 2.2762  0.02
49 H -3.9654 0.1216 2.8714  0.07
50 O -3.2176 0.6383 2.5295  -0.08
51 H -3.3773 -1.4052 0.0605  0.01
52 H -4.4024 -2.2374 -0.6233  0.03
53 O -3.9512 -2.2129 0.2186  -0.09
54 H -0.8683 -3.3229 0.5243  0.02
55 H -2.3779 -3.2621 1.1581  0.02
56 O -1.4447 -3.1682 1.3054  -0.07



2 unconnected molecules or ions with the total composition C3H10N2O2. Source: the OMol25 dataset; level of theory: ωB97M-V/def2-TZVPD.

Computed properties:
Multiplicity: 1
SMILES: NCCC(N)=O.O

Last column: Löwdin charge in e.
CARTESIAN COORDINATES (ANGSTROEM)
1 C -0.7123 -0.0357 1.6289  -0.30
2 C 0.1339 -0.6058 0.4751  -0.12
3 C -0.0728 0.1921 -0.8054  -0.54
4 N 0.4032 1.4704 -0.7377  0.18
5 O -0.8439 -0.2004 -1.6653  0.04
6 N -0.4060 -0.6353 2.8978  0.00
7 H -0.5384 1.0434 1.6995  0.10
8 H -1.7465 -0.1602 1.2853  0.12
9 H 1.1980 -0.6605 0.7468  0.12
10 H -0.1467 -1.6402 0.2930  0.12
11 H 0.2932 2.1418 -1.4835  0.12
12 H 0.8262 1.7844 0.1162  0.10
13 H -0.2716 -1.6268 2.9208  0.06
14 H -1.0593 -0.3591 3.6132  0.07
15 H 0.6722 -0.2014 -2.9164  -0.02
16 H 0.9329 -0.3859 -4.4459  0.03
17 O 1.3379 -0.1209 -3.6225  -0.07



9 unconnected molecules or ions with the total composition C11H38O9. Source: the OMol25 dataset; level of theory: ωB97M-V/def2-TZVPD.

Computed properties:
Multiplicity: 1
SMILES: CC(C)=O.CO.CO.CO.CO.CO.CO.CO.CO

Last column: Löwdin charge in e.
CARTESIAN COORDINATES (ANGSTROEM)
1 C 0.5301 1.9495 0.1906  -0.02
2 C -0.5810 0.9297 0.5590  -0.33
3 O -0.8069 0.6870 1.7656  0.01
4 C -1.4217 0.3604 -0.6620  -0.01
5 H 1.4269 1.9873 0.8089  0.05
6 H 0.1082 2.9526 0.2537  0.08
7 H 0.8162 1.8536 -0.8567  0.07
8 H -1.8785 -0.5834 -0.3642  0.06
9 H -0.7916 0.1959 -1.5361  0.07
10 H -2.1544 1.0743 -1.0381  0.08
11 C -4.3973 -0.7622 -1.4139  -0.15
12 O -4.3743 0.3817 -2.2917  -0.13
13 H -4.4809 -0.5748 -0.3434  0.07
14 H -5.2254 -1.4378 -1.6282  0.08
15 H -3.4353 -1.2185 -1.6470  0.06
16 H -5.0418 1.0368 -2.0749  0.07
17 C 0.1071 -3.7415 -0.4834  -0.20
18 O 1.1400 -4.3729 -1.1675  -0.10
19 H 0.0427 -2.7016 -0.8036  0.07
20 H -0.8859 -4.1694 -0.3456  0.07
21 H 0.4442 -3.7802 0.5524  0.08
22 H 1.2682 -3.8007 -1.9275  0.04
23 C -1.0622 -2.8816 -3.6814  -0.10
24 O 0.3972 -2.7774 -3.6108  -0.15
25 H -1.3976 -3.4270 -2.7993  0.06
26 H -1.4057 -1.8481 -3.6361  0.08
27 H -1.4415 -3.5080 -4.4888  0.08
28 H 0.7144 -2.3346 -4.4013  0.06
29 C 2.9261 3.9746 1.7785  -0.17
30 O 3.0309 3.7236 3.1618  -0.11
31 H 1.8849 4.0265 1.4601  0.06
32 H 3.3903 4.9299 1.5335  0.09
33 H 3.3102 3.1272 1.2106  0.06
34 H 2.3268 3.1977 3.5481  0.08
35 C 2.3533 -0.2863 -3.0020  -0.12
36 O 3.7810 -0.4340 -2.8232  -0.15
37 H 2.2062 -1.0375 -3.7780  0.06
38 H 1.9198 -0.4621 -2.0175  0.07
39 H 2.2556 0.7210 -3.4070  0.08
40 H 4.0154 0.2980 -2.2480  0.01
41 C -0.2111 -0.6395 5.0985  -0.20
42 O 0.3758 -0.7262 3.8560  -0.12
43 H -1.2674 -0.6172 4.8306  0.07
44 H -0.2206 -1.4796 5.7930  0.08
45 H 0.0009 0.2349 5.7139  0.07
46 H -0.0548 -0.1734 3.1999  0.01
47 C 5.0338 0.6764 -0.2783  -0.13
48 O 3.6344 0.4047 0.0402  -0.14
49 H 5.4494 -0.1385 -0.8710  0.08
50 H 5.1608 1.6127 -0.8218  0.08
51 H 5.6913 0.7093 0.5905  0.08
52 H 3.4465 0.0097 0.8947  0.08
53 C -4.1389 1.3243 2.1997  -0.18
54 O -5.3602 1.5111 2.8959  -0.11
55 H -3.7465 0.3234 2.3794  0.08
56 H -4.2162 1.6873 1.1749  0.07
57 H -3.2877 1.8951 2.5708  0.06
58 H -5.9030 2.1180 2.3874  0.07



A molecular structure, C84H98F12N20O24S12. Source: the OMol25 dataset; level of theory: ωB97M-V/def2-TZVPD.

Computed properties:
Multiplicity: 1
Net charge: +8

Last column: Löwdin charge in e.
CARTESIAN COORDINATES (ANGSTROEM)
1 C -0.2763 -1.7046 -6.7370  0.03
2 N 1.0000 -2.3596 -6.4518  -0.04
3 C 1.5413 -2.4314 -5.2290  0.02
4 C 2.7131 -3.1781 -5.0062  0.04
5 C 3.3894 -3.8235 -5.9809  -0.13
6 C 2.8790 -3.5457 -7.2927  0.03
7 C 1.7186 -2.8996 -7.4625  -0.02
8 C 4.5635 -4.6215 -5.8351  -0.14
9 C 5.4423 -4.4128 -4.7610  0.05
10 C 6.5189 -5.2310 -4.4880  0.05
11 N 6.8067 -6.3072 -5.3257  -0.07
12 C 5.9696 -6.4993 -6.3534  0.02
13 C 4.8142 -5.7769 -6.5449  0.06
14 C 8.0774 -7.0032 -5.2712  0.03
15 H -1.0141 -2.3915 -7.2325  0.14
16 H -0.1439 -0.9048 -7.4194  0.10
17 H -0.6676 -1.4102 -5.7819  0.05
18 H 1.1146 -1.7989 -4.4276  0.14
19 H 2.8248 -3.1919 -3.9395  0.12
20 H 3.3959 -3.8411 -8.2186  0.14
21 H 1.4109 -2.7013 -8.4959  0.16
22 H 5.2945 -3.5379 -4.0964  0.15
23 H 7.2454 -5.1427 -3.6732  0.16
24 H 6.2506 -7.2305 -7.0770  0.15
25 H 4.1526 -6.0736 -7.3640  0.15
26 H 8.8638 -6.2559 -5.3692  0.12
27 H 8.1477 -7.7893 -6.0511  0.13
28 H 8.2095 -7.5130 -4.3450  0.11
29 C 0.7761 -4.3871 1.6977  0.08
30 N 0.4791 -5.7588 2.2518  -0.05
31 C 0.9997 -6.1180 3.4384  -0.02
32 C 0.7269 -7.3209 4.0693  0.05
33 C -0.1793 -8.1329 3.4482  -0.18
34 C -0.6888 -7.8773 2.1834  0.06
35 C -0.3463 -6.6095 1.6535  0.02
36 C -0.7249 -9.3244 4.1499  -0.12
37 C 0.1037 -10.3978 4.4927  0.06
38 C -0.4656 -11.5503 5.0671  0.05
39 N -1.8217 -11.6234 5.2520  -0.08
40 C -2.5791 -10.5514 4.8863  0.02
41 C -2.1046 -9.4221 4.3172  0.05
42 C -2.3926 -12.8449 5.7599  0.03
43 H 0.1205 -4.2299 0.8409  0.09
44 H 1.8255 -4.3752 1.3412  0.12
45 H 0.6475 -3.7257 2.5230  0.08
46 H 1.6951 -5.4333 3.9160  0.15
47 H 1.1283 -7.5166 5.0556  0.15
48 H -1.4179 -8.4907 1.6652  0.15
49 H -0.6123 -6.3675 0.6383  0.13
50 H 1.1964 -10.2971 4.5332  0.15
51 H 0.1363 -12.4694 5.2642  0.17
52 H -3.6646 -10.6503 4.9653  0.16
53 H -2.8235 -8.6779 4.0716  0.13
54 H -1.7332 -13.2473 6.4753  0.10
55 H -2.5828 -13.5785 4.9298  0.15
56 H -3.3335 -12.6709 6.2243  0.10
57 C 2.7043 -1.9387 16.1107  0.07
58 N 3.0334 -1.7441 14.6543  -0.06
59 C 4.3317 -1.4731 14.3403  0.07
60 C 4.6215 -0.9259 13.0657  0.06
61 C 3.6701 -0.7830 12.0669  -0.11
62 C 2.3734 -1.0894 12.4672  0.05
63 C 2.0925 -1.6186 13.7265  0.02
64 C 3.9938 -0.5791 10.6196  -0.09
65 C 3.0124 -0.4167 9.6395  0.08
66 C 3.4117 -0.4074 8.3108  0.04
67 N 4.7039 -0.3928 7.9742  -0.07
68 C 5.6632 -0.4908 8.9011  0.00
69 C 5.3148 -0.7038 10.1793  0.04
70 C 5.2101 -0.2105 6.6074  0.05
71 H 1.8040 -1.3599 16.2676  0.11
72 H 3.4651 -1.5130 16.7314  0.10
73 H 2.6251 -2.9993 16.3644  0.12
74 H 5.1212 -1.6640 15.0322  0.15
75 H 5.6512 -0.6639 12.8541  0.13
76 H 1.5249 -1.1178 11.8374  0.12
77 H 1.0943 -1.9380 13.8782  0.15
78 H 1.9591 -0.3190 9.8266  0.13
79 H 2.7808 -0.2651 7.4735  0.13
80 H 6.6917 -0.3346 8.5608  0.16
81 H 6.1521 -0.7619 10.9019  0.14
82 H 6.3012 -0.1668 6.6597  0.11
83 H 4.7982 0.7567 6.3136  0.09
84 H 4.7731 -0.9741 5.9554  0.13
85 C -3.6348 3.0278 3.7397  0.07
86 N -5.0780 3.2011 3.2605  -0.04
87 C -6.0102 2.3411 3.6693  0.04
88 C -7.2876 2.5821 3.2293  0.04
89 C -7.6671 3.6416 2.4196  -0.09
90 C -6.6090 4.5005 2.1146  0.05
91 C -5.3272 4.2095 2.4274  0.00
92 C -9.0578 4.0733 2.0846  -0.10
93 C -10.1341 3.5756 2.8401  0.07
94 C -11.3931 3.9745 2.4693  0.03
95 N -11.6054 4.8388 1.4452  -0.07
96 C -10.5589 5.3490 0.7399  0.06
97 C -9.2550 4.9132 1.0090  0.06
98 C -13.0003 5.0839 1.0002  0.05
99 H -3.6258 1.9903 4.0940  0.09
100 H -3.4423 3.7653 4.5320  0.12
101 H -2.9547 3.0699 2.9098  0.07
102 H -5.6002 1.6347 4.4037  0.17
103 H -8.0109 1.9227 3.6828  0.13
104 H -6.6738 5.3124 1.4293  0.11
105 H -4.5087 4.8149 2.1596  0.12
106 H -10.0567 2.9155 3.6739  0.13
107 H -12.3182 3.7164 2.9901  0.17
108 H -10.7052 6.0032 -0.1211  0.16
109 H -8.5077 5.2912 0.3850  0.11
110 H -12.9674 5.8072 0.1592  0.12
111 H -13.5492 5.5334 1.7946  0.10
112 H -13.4883 4.1640 0.6114  0.13
113 C -5.3001 1.5454 -7.1171  0.11
114 N -5.1574 0.7537 -5.7911  -0.02
115 C -5.0609 1.3709 -4.5735  0.04
116 C -5.1455 0.7268 -3.3673  0.06
117 C -5.2949 -0.6442 -3.3406  -0.16
118 C -5.3918 -1.2795 -4.5392  0.04
119 C -5.4091 -0.5769 -5.7457  0.05
120 C -5.3878 -1.4306 -2.0901  -0.13
121 C -6.0442 -2.6315 -2.1018  0.02
122 C -5.9145 -3.4352 -0.9631  0.04
123 N -5.1038 -3.0871 0.0939  -0.04
124 C -4.4266 -1.8937 0.0175  0.01
125 C -4.5972 -0.9767 -0.9832  0.07
126 C -4.9443 -3.8729 1.3508  0.03
127 H -4.6520 0.9793 -7.7593  0.10
128 H -4.9731 2.5378 -6.9547  0.09
129 H -6.3228 1.5640 -7.3571  0.10
130 H -4.9939 2.4359 -4.6073  0.13
131 H -5.2690 1.2269 -2.4206  0.13
132 H -5.3625 -2.3261 -4.4917  0.12
133 H -5.4507 -1.0450 -6.6599  0.13
134 H -6.6692 -3.0460 -2.8638  0.13
135 H -6.4857 -4.3913 -0.8881  0.16
136 H -3.7653 -1.6395 0.8510  0.13
137 H -4.0479 -0.0557 -0.9901  0.13
138 H -4.0161 -4.3933 1.2927  0.09
139 H -5.7711 -4.6478 1.2362  0.12
140 H -5.0361 -3.2698 2.2669  0.08
141 C 1.2444 6.8527 4.7992  0.03
142 N 0.9192 7.0214 3.4014  -0.07
143 C 0.8087 5.9852 2.5837  0.03
144 C 0.3612 6.1268 1.3025  0.07
145 C 0.0996 7.4238 0.8157  -0.09
146 C 0.2862 8.5542 1.6684  0.06
147 C 0.7159 8.2944 2.9155  0.03
148 C -0.4023 7.5479 -0.5591  -0.10
149 C -1.2536 8.6994 -0.8953  0.07
150 C -1.5389 8.9108 -2.2068  -0.02
151 N -1.1416 8.0293 -3.1425  -0.04
152 C -0.5469 6.8526 -2.7821  0.03
153 C -0.1095 6.6111 -1.5046  0.03
154 C -1.4640 8.2678 -4.6552  0.08
155 H 1.7091 5.8511 4.9018  0.08
156 H 0.3956 6.9628 5.4960  0.13
157 H 1.9377 7.6593 5.0066  0.11
158 H 1.0817 5.0145 3.0110  0.15
159 H 0.0906 5.3273 0.6315  0.11
160 H 0.0765 9.5405 1.3496  0.12
161 H 0.9188 9.0104 3.6918  0.15
162 H -1.4333 9.4938 -0.1640  0.13
163 H -1.9418 9.8734 -2.5747  0.17
164 H -0.3995 6.0767 -3.5681  0.17
165 H 0.3681 5.6446 -1.3354  0.15
166 H -2.5442 8.5160 -4.6668  0.11
167 H -1.2439 7.4269 -5.2880  0.09
168 H -0.8977 9.1288 -4.9507  0.10
169 C 9.6319 2.9995 -13.5065  0.07
170 N 8.7606 2.9835 -12.3141  -0.07
171 C 9.3678 2.7887 -11.1231  0.03
172 C 8.6401 2.8040 -9.9639  0.04
173 C 7.2653 2.9994 -10.0047  -0.11
174 C 6.6409 3.1063 -11.2541  0.07
175 C 7.4218 3.1606 -12.4137  0.06
176 C 6.6175 2.9187 -8.6160  -0.08
177 C 5.7223 1.8915 -8.3081  0.04
178 C 5.5145 1.6012 -7.0000  0.00
179 N 6.0881 2.3266 -6.0099  -0.05
180 C 6.9013 3.3714 -6.2625  0.02
181 C 7.2182 3.6770 -7.5632  0.05
182 C 5.9376 1.8988 -4.5807  0.04
183 H 8.9905 3.4037 -14.2614  0.11
184 H 10.0070 2.0277 -13.6926  0.11
185 H 10.4385 3.6507 -13.2827  0.11
186 H 10.4039 2.5159 -11.1786  0.16
187 H 9.0897 2.5384 -9.0371  0.13
188 H 5.5717 3.2474 -11.2995  0.14
189 H 7.0123 3.3852 -13.3711  0.15
190 H 5.2416 1.3264 -9.1011  0.14
191 H 4.9021 0.7979 -6.5712  0.15
192 H 7.4493 3.9314 -5.4676  0.18
193 H 7.9234 4.4430 -7.7007  0.13
194 H 4.9675 1.4702 -4.3519  0.08
195 H 6.0445 2.6895 -3.8222  0.12
196 H 6.7430 1.1564 -4.4337  0.12
197 N 0.5983 2.9266 -4.9131  -0.29
198 S 2.1296 3.2603 -5.0279  0.44
199 O 2.2493 4.6581 -5.0758  -0.28
200 O 2.8656 2.3996 -5.8668  -0.31
201 F 2.7910 2.9162 -3.5748  -0.22
202 S 0.0619 1.3201 -4.7982  0.53
203 O 1.1760 0.4339 -4.9724  -0.31
204 O -1.0681 1.2103 -5.5881  -0.26
205 F -0.3815 1.1250 -3.2704  -0.16
206 N -3.0273 -3.6313 3.6503  -0.29
207 S -2.6943 -2.0401 3.5074  0.41
208 O -3.9152 -1.5209 3.0812  -0.29
209 O -1.5796 -1.8161 2.7106  -0.22
210 F -2.5450 -1.6594 4.9811  -0.11
211 S -1.9360 -4.6094 4.3894  0.48
212 O -0.6217 -4.1794 4.5176  -0.26
213 O -2.1233 -5.9801 3.9673  -0.31
214 F -2.4814 -4.8647 5.8014  -0.14
215 N 1.8963 0.4455 -0.5656  -0.31
216 S 1.0786 1.3446 0.3776  0.57
217 O -0.3534 1.1815 0.1741  -0.32
218 O 1.6330 2.6498 0.6285  -0.31
219 F 1.1386 0.6079 1.9544  -0.28
220 S 3.4025 0.0516 -0.7872  0.41
221 O 4.2957 0.6609 0.0455  -0.22
222 O 3.6691 0.0428 -2.1906  -0.32
223 F 3.4113 -1.4695 -0.5134  -0.16
224 N 0.6809 2.7243 5.0711  -0.29
225 S 2.0961 2.9217 5.4904  0.46
226 O 2.7500 3.8836 4.6603  -0.28
227 O 2.9305 1.8822 5.9711  -0.28
228 F 1.9401 3.7833 6.8674  -0.21
229 S -0.2182 1.5501 5.5683  0.59
230 O -0.1899 0.2878 4.7929  -0.31
231 O -1.6409 1.9146 5.8037  -0.32
232 F 0.3693 1.1187 6.9821  -0.19
233 N -4.1964 3.8981 -0.8010  -0.31
234 S -4.4367 5.0999 -1.7362  0.53
235 O -4.9130 4.6662 -3.0818  -0.31
236 O -3.4659 6.1046 -1.6505  -0.26
237 F -5.7081 5.7735 -1.0421  -0.19
238 S -2.9242 3.6004 -0.1029  0.35
239 O -1.8153 3.8026 -0.8741  -0.22
240 O -2.9275 2.5159 0.7706  -0.24
241 F -2.9254 4.8941 0.8447  -0.21
242 N -0.7837 -3.3350 -3.5489  -0.29
243 S -2.0529 -2.5055 -3.0537  0.44
244 O -3.1014 -3.2396 -2.5037  -0.25
245 O -2.3761 -1.5430 -4.0482  -0.27
246 F -1.4921 -1.6941 -1.8452  -0.14
247 S -0.1319 -4.5900 -2.7240  0.56
248 O -0.6354 -4.8490 -1.4249  -0.28
249 O 1.2302 -4.5994 -2.9554  -0.25
250 F -0.8050 -5.7747 -3.7188  -0.22



C6H12O in the gas phase. Source: the OMol25 dataset; level of theory: ωB97M-V/def2-TZVPD.

Computed properties:
Multiplicity: 1
SMILES: CCCCCC=O

Last column: Löwdin charge in e.
CARTESIAN COORDINATES (ANGSTROEM)
1 O -3.1964 0.6644 1.0300  0.04
2 C -2.2157 0.9975 0.4049  -0.30
3 C -1.6190 0.0846 -0.6309  -0.17
4 C -0.7303 -0.9344 0.1547  -0.23
5 C 0.4267 -0.3503 0.9324  -0.27
6 C 1.3681 0.6125 0.2443  -0.24
7 C 2.1693 -0.1682 -0.8470  -0.10
8 H -1.6840 1.9927 0.6403  0.14
9 H -2.4743 -0.4561 -1.0946  0.12
10 H -1.0726 0.7370 -1.4945  0.16
11 H -0.3992 -1.7126 -0.5550  0.10
12 H -1.2988 -1.5219 0.9060  0.12
13 H 1.0184 -1.2522 1.2351  0.12
14 H -0.0775 -0.0410 1.8572  0.11
15 H 2.0961 1.1056 0.9145  0.11
16 H 0.6786 1.3827 -0.2236  0.10
17 H 2.6159 0.3864 -1.6558  0.06
18 H 2.9598 -0.7443 -0.4025  0.06
19 H 1.4348 -0.7823 -1.4155  0.07



| no. | lowest unoccupied orbital energy (eV) | E_HOMO (eV) |
| --- | --- | --- |
| 1 | 0.12 | -9.144 |
| 2 | 0.84 | -9.500 |
| 3 | 0.25 | -9.768 |
| 4 | -12.56 | -18.629 |
| 5 | 1.00 | -9.744 |